(1)
98
Properties=species:S:1:pos:R:3 method="wB97M-V/def2-TZVPD" e_lumo_ev=0.47 spin_multiplicity=1 mol_weight_g_mol=732.622 homo_lumo_gap_ev=10.123
C 1.13 -2.48 7.05
C 0.67 -1.38 7.20
O 0.31 -0.04 7.27
P -1.39 0.06 7.41
O -1.70 0.49 8.80
O -1.97 1.27 6.40
F -2.06 0.85 5.09
O -1.95 -1.46 7.04
P -3.62 -1.48 6.60
O -3.86 -3.07 6.05
O -4.56 -1.37 8.00
H 1.72 -3.40 6.80
H -3.12 -3.58 6.45
H -5.08 -2.20 8.02
O -2.80 -1.07 1.74
C -2.81 0.04 1.26
O -2.81 0.20 -0.07
C -3.00 1.46 -0.74
C -1.70 2.22 -0.85
C -2.73 1.26 2.14
H -3.79 2.04 -0.26
H -3.36 1.22 -1.74
H -1.29 2.46 0.13
H -1.84 3.15 -1.40
H -0.94 1.61 -1.36
H -1.68 1.44 2.41
H -3.30 1.07 3.05
H -3.15 2.16 1.70
O 1.42 4.33 -2.03
C 0.96 5.08 -2.86
O -0.36 5.35 -2.87
C -0.97 6.36 -3.69
C -1.26 5.82 -5.07
C 1.83 5.66 -3.94
H -0.37 7.27 -3.71
H -1.91 6.62 -3.20
H -0.35 5.53 -5.59
H -1.78 6.56 -5.68
H -1.89 4.92 -5.01
H 1.94 4.92 -4.74
H 2.81 5.87 -3.51
H 1.46 6.59 -4.35
O -0.75 -5.30 7.94
C -1.63 -5.99 8.39
O -2.76 -6.17 7.68
C -3.79 -7.10 8.03
C -4.75 -6.50 9.04
C -1.52 -6.58 9.77
H -3.36 -8.05 8.37
H -4.33 -7.32 7.11
H -4.25 -6.25 9.97
H -5.56 -7.20 9.26
H -5.18 -5.57 8.65
H -1.81 -5.83 10.50
H -0.48 -6.87 9.94
H -2.12 -7.48 9.91
O -2.93 2.95 -5.01
C -2.88 1.77 -5.26
O -3.75 1.21 -6.12
C -3.65 -0.13 -6.61
C -4.29 -1.11 -5.64
C -1.90 0.89 -4.53
H -2.62 -0.39 -6.84
H -4.20 -0.15 -7.55
H -3.79 -1.11 -4.67
H -4.26 -2.12 -6.04
H -5.33 -0.83 -5.45
H -2.31 0.62 -3.56
H -0.98 1.45 -4.39
H -1.63 -0.02 -5.07
O 0.90 1.57 -5.79
C 1.77 0.90 -5.29
O 2.75 0.38 -6.05
C 3.91 -0.28 -5.53
C 3.63 -1.74 -5.23
C 1.74 0.57 -3.82
H 4.31 0.26 -4.67
H 4.67 -0.22 -6.31
H 2.86 -1.85 -4.46
H 4.54 -2.24 -4.88
H 3.26 -2.24 -6.12
H 1.07 -0.28 -3.66
H 1.36 1.44 -3.28
H 2.71 0.34 -3.39
O 7.62 -2.03 -2.24
C 7.61 -0.86 -1.95
O 6.72 -0.03 -2.54
C 6.49 1.33 -2.14
C 7.50 2.26 -2.79
C 8.62 -0.29 -1.00
H 6.47 1.42 -1.05
H 5.49 1.58 -2.49
H 8.52 2.02 -2.48
H 7.29 3.30 -2.52
H 7.47 2.15 -3.87
H 9.55 -0.09 -1.54
H 8.82 -1.03 -0.22
H 8.29 0.62 -0.49

(2)
86
Properties=species:S:1:pos:R:3 method="wB97M-V/def2-TZVPD" e_lumo_ev=-4.15 spin_multiplicity=1 mol_weight_g_mol=491.749 homo_lumo_gap_ev=8.402 total_charge=+1
C 0.59 2.60 -0.09
C 2.01 2.93 -0.59
C 2.76 3.90 0.34
N 3.70 4.77 -0.46
C 3.60 6.08 -0.27
N 4.57 6.76 0.40
N 2.58 6.79 -0.76
C 1.53 7.16 0.20
O 1.67 8.51 0.57
C 0.63 8.84 1.49
H 0.48 1.53 0.07
H -0.12 2.92 -0.83
H 0.40 3.13 0.84
H 1.99 3.37 -1.58
H 2.60 2.02 -0.66
H 3.37 3.31 1.00
H 2.09 4.48 0.97
H 4.65 4.53 -0.21
H 4.73 6.65 1.39
H 5.17 7.39 -0.11
H 2.21 6.38 -1.61
H 0.59 7.07 -0.34
H 1.53 6.57 1.11
H 0.35 9.87 1.32
H -0.24 8.20 1.39
H 0.99 8.78 2.51
C 3.35 -1.20 0.14
C 2.64 -2.54 0.30
C 1.26 -2.57 -0.37
C 0.38 -1.56 0.21
N -0.30 -0.76 0.67
H 2.79 -0.39 0.61
H 4.33 -1.24 0.60
H 3.48 -0.96 -0.92
H 2.53 -2.77 1.36
H 3.25 -3.33 -0.13
H 0.80 -3.55 -0.24
H 1.35 -2.38 -1.44
C -1.19 0.59 6.34
C -1.28 0.33 4.84
C -1.28 -1.17 4.50
C -0.04 -1.80 4.96
N 0.93 -2.29 5.31
H -0.26 0.21 6.76
H -1.22 1.66 6.54
H -2.02 0.12 6.87
H -0.44 0.82 4.34
H -2.19 0.78 4.45
H -1.36 -1.30 3.42
H -2.13 -1.66 4.96
C -3.98 4.65 -4.05
C -2.57 4.83 -4.59
C -1.51 4.11 -3.74
C -1.51 4.63 -2.37
N -1.50 5.04 -1.30
H -4.09 5.07 -3.06
H -4.70 5.14 -4.70
H -4.25 3.59 -4.00
H -2.34 5.90 -4.64
H -2.52 4.44 -5.61
H -0.52 4.26 -4.17
H -1.71 3.04 -3.71
C -3.32 -5.50 -0.26
C -2.90 -5.19 1.18
C -1.52 -4.54 1.27
C -0.49 -5.43 0.72
N 0.31 -6.12 0.30
H -2.65 -6.21 -0.72
H -4.31 -5.93 -0.28
H -3.33 -4.59 -0.86
H -2.91 -6.11 1.76
H -3.64 -4.52 1.63
H -1.27 -4.33 2.31
H -1.50 -3.60 0.72
C 0.44 -8.49 -2.62
C -0.30 -9.81 -2.44
C -1.69 -9.81 -3.08
C -2.54 -8.78 -2.47
N -3.20 -7.98 -1.99
H -0.09 -7.67 -2.12
H 1.43 -8.55 -2.18
H 0.55 -8.24 -3.68
H -0.38 -10.04 -1.38
H 0.29 -10.61 -2.90
H -2.17 -10.78 -2.94
H -1.62 -9.62 -4.15

(3)
116
Properties=species:S:1:pos:R:3 method="wB97M-V/def2-TZVPD" e_lumo_ev=1.09 spin_multiplicity=1 mol_weight_g_mol=1114.610 homo_lumo_gap_ev=6.087 total_charge=-1
C 1.49 0.56 1.92
C 1.74 0.74 0.41
N 0.58 0.53 -0.45
C 0.00 -0.80 -0.28
C -0.92 -1.24 -1.43
C -0.22 -1.43 -2.78
C 0.89 -2.48 -2.59
C 0.31 -3.74 -1.93
C 0.96 -5.05 -2.32
F 1.32 -5.13 -3.62
Br 2.54 -5.32 -1.21
C -0.09 -6.19 -2.10
F -0.91 -6.20 -3.15
F -0.82 -5.90 -1.01
Br 0.56 -8.01 -1.82
C -1.22 -1.97 -3.91
O -1.37 -1.06 -4.96
Al -0.99 0.53 -4.18
C -0.52 2.13 -5.32
C -1.68 3.08 -5.63
C -2.33 3.73 -4.41
C -3.81 4.02 -4.61
S -4.83 2.53 -4.67
C -5.12 2.34 -2.98
N -4.63 2.98 -1.96
N -5.22 2.40 -0.83
C -5.99 1.47 -1.28
O -6.00 1.37 -2.63
O 0.35 -0.26 -3.28
C -0.35 1.55 -0.37
C 0.08 2.90 -0.87
O -1.46 1.41 0.08
H 0.43 0.62 2.16
H 2.04 1.33 2.45
H 1.88 -0.39 2.27
H 2.55 0.10 0.06
H 2.09 1.76 0.25
H 0.80 -1.53 -0.14
H -0.58 -0.83 0.64
H -1.77 -0.57 -1.49
H -1.35 -2.19 -1.10
H 1.37 -2.71 -3.53
H 1.66 -2.03 -1.96
H 0.41 -3.67 -0.85
H -0.75 -3.79 -2.14
H -2.21 -2.16 -3.45
H -0.88 -2.95 -4.29
H -2.34 0.82 -3.35
H -0.02 1.84 -6.25
H 0.23 2.71 -4.76
H -1.28 3.91 -6.23
H -2.42 2.57 -6.24
H -2.18 3.16 -3.50
H -1.85 4.70 -4.23
H -4.19 4.68 -3.83
H -3.97 4.50 -5.57
H -6.60 0.79 -0.71
H 0.52 3.42 -0.03
H 0.78 2.85 -1.71
H -0.82 3.44 -1.14
C -2.05 4.05 2.83
N -1.56 5.15 1.97
O -0.56 4.96 1.33
O -2.22 6.18 1.95
H -1.38 3.21 2.73
H -2.08 4.42 3.85
H -3.05 3.79 2.49
C 5.49 -0.48 4.83
N 4.06 -0.49 4.40
O 3.45 0.55 4.44
O 3.61 -1.56 4.03
H 5.75 0.52 5.12
H 5.58 -1.18 5.66
H 6.07 -0.83 3.98
C -1.31 -7.36 1.47
N -0.79 -7.46 2.86
O 0.39 -7.25 3.05
O -1.59 -7.74 3.73
H -0.50 -7.10 0.80
H -1.74 -8.32 1.21
H -2.07 -6.58 1.45
C -0.18 8.50 1.84
N 0.33 9.61 1.00
O 1.36 9.44 0.37
O -0.32 10.64 1.00
H 0.50 7.66 1.74
H -0.21 8.86 2.86
H -1.17 8.24 1.48
C -5.50 -4.16 1.91
N -4.39 -4.96 1.33
O -3.27 -4.76 1.74
O -4.68 -5.77 0.48
H -5.08 -3.49 2.65
H -5.96 -3.62 1.09
H -6.20 -4.86 2.36
C 4.20 -1.16 -3.52
N 4.72 -0.74 -2.19
O 5.74 -1.26 -1.77
O 4.07 0.10 -1.60
H 4.87 -1.91 -3.92
H 3.20 -1.54 -3.37
H 4.16 -0.27 -4.14
C -0.53 -4.28 3.71
N -0.60 -3.24 2.65
O 0.14 -3.37 1.70
O -1.39 -2.34 2.81
H 0.22 -5.01 3.43
H -0.26 -3.77 4.64
H -1.51 -4.73 3.80
C 7.52 4.23 6.15
N 6.80 3.03 6.66
O 7.10 2.60 7.75
O 5.94 2.56 5.94
H 8.24 4.53 6.90
H 7.99 3.94 5.22
H 6.77 5.00 5.98

| no. | E_tot (eV) |
| --- | --- |
| 1 | -85936.151 |
| 2 | -41749.088 |
| 3 | -250797.058 |